Entry 1:
{"formula": "C4H5NO", "method": "the ωB97M-V functional and the def2-TZVPD basis", "relative_energy_kj_mol": 503.9, "fmax_ev_per_a": 1.1, "e_homo_ev": -9.31, "orbital_gap_ev": 9.366, "elements": ["C", "C", "C", "O", "C", "N", "H", "H", "H", "H", "H"], "coordinates": [[-1.183606, -0.232073, 0.023982], [0.267146, 0.191659, -0.084159], [1.662023, -0.994306, 0.285786], [1.041976, -0.625920, -0.930795], [0.463761, 1.609953, -0.414297], [0.557297, 2.737356, -0.648541], [-1.691213, -0.015285, -0.919623], [-1.237508, -1.306976, 0.212598], [-1.689685, 0.303859, 0.831162], [0.826877, 0.121353, 0.947561], [0.982937, -1.789619, 0.696324]], "forces_ev_per_angstrom": [[-0.0634, -0.0245, 0.0188], [-0.2656, 0.1308, -0.0766], [-0.0006, -0.1911, -0.0229], [0.0912, -0.0505, -0.0675], [0.0770, 1.0260, -0.1360], [-0.0852, -1.0938, 0.1988], [0.0780, -0.0067, 0.1164], [0.0476, 0.1588, -0.0118], [0.0676, -0.0634, -0.1121], [-0.0341, -0.0030, 0.0771], [0.0873, 0.1176, 0.0158]], "mulliken_charge": [-1.094, 0.865, -0.448, -0.297, -0.081, -0.370, 0.318, 0.318, 0.334, 0.288, 0.166]}



Entry 2:
{"formula": "CBrClF2O", "method": "the ωB97M-V functional and the def2-TZVPD basis", "relative_energy_kj_mol": 28.2, "fmax_ev_per_a": 3.2, "e_homo_ev": -11.67, "orbital_gap_ev": 9.527, "elements": ["C", "O", "F", "F", "Cl", "Br"], "coordinates": [[0.017346, 1.140512, -0.005496], [-0.499839, 1.467512, 0.990950], [-0.670972, 1.060752, -1.164604], [-0.064285, -2.928572, -0.098071], [-0.622244, -1.447268, 0.669210], [1.839994, 0.707065, -0.391990]], "forces_ev_per_angstrom": [[-0.1048, 0.2857, -1.3702], [0.3780, -0.1218, 0.3485], [0.3888, 0.0375, 0.4826], [-0.9444, 2.4797, 1.2818], [0.7160, -2.9736, -1.0699], [-0.4335, 0.2925, 0.3271]], "mulliken_charge": [0.511, -0.361, -0.142, -0.231, 0.239, -0.016]}